The following is a quantum chemistry calculation of C25H36ClNO8PPt as an isolated structure in a non-equilibrium geometry, from OMol25.

The energy comes out at -2551.65614 Eh. As for the highest occupied orbital energy (alpha / beta): -5.25 / -5.25 eV. The energy relative to the best compared isomer or geometry (same formula, charge and spin) comes out at 0.0 kJ/mol. As for the molar mass: 740.07 g/mol. Its charge is -1.

The geometry in XYZ format:
```
73
Properties=species:S:1:pos:R:3:forces:R:3
Pt -1.56878 -0.91782 0.14692 -0.1877 1.5669 4.0418
O -5.40831 0.50022 -0.85583 0.2091 0.0998 -0.0916
C -4.36197 0.05292 -0.41197 -0.0114 -0.1989 0.0099
O -3.17041 0.28219 -0.85262 0.8724 -0.3161 -0.1014
C -4.45224 -0.83889 0.81970 -0.1268 0.2072 0.0193
C -5.63554 -1.32547 1.34239 -0.0743 0.0341 0.1476
C -5.57584 -2.10834 2.49058 0.1157 0.0538 -0.0479
C -4.34518 -2.37850 3.08221 -0.1415 0.1297 0.0534
C -3.21238 -1.85987 2.48599 0.2253 -0.0911 0.1823
N -3.29648 -1.11010 1.40393 -0.2182 -0.7403 -1.3173
C -1.79460 -2.09516 2.96508 -0.4145 -0.1273 -0.0173
O -1.62748 -2.48575 4.11023 0.3110 0.0127 -0.2064
O -0.87675 -1.85190 2.08842 0.1065 0.4343 -1.1534
H -6.56027 -1.08268 0.83857 -0.0085 -0.0178 0.0221
H -6.48634 -2.50478 2.92335 0.0255 -0.0266 -0.0202
H -4.23398 -2.97539 3.97622 -0.0368 -0.0017 -0.0031
C 2.19613 0.63566 -4.13394 -0.0820 -0.0438 0.0064
C 2.00256 -0.80208 -3.65874 -0.0192 0.1015 0.0434
C 1.81682 -0.85511 -2.12983 -0.0479 0.0628 -0.0853
C 1.19290 0.45126 -1.59719 -0.0600 -0.0346 0.0720
C 0.17004 0.95361 -2.62820 0.1075 0.0369 0.0076
C 0.91189 1.44553 -3.88290 0.0651 -0.0851 0.0320
P 0.42456 0.18665 0.05024 -0.4031 -0.2396 -0.8951
C 0.22767 1.85882 0.81753 -0.1226 -0.0336 -0.0505
C -1.15534 2.45420 0.47856 0.0429 0.1309 0.0982
C -1.20335 3.93481 0.84099 0.0973 -0.0045 -0.0382
C -0.20800 4.75750 -0.00235 -0.0310 -0.0781 -0.0191
C 0.96453 3.90225 -0.50386 -0.0597 0.0007 0.1352
C 1.36832 2.87058 0.54667 -0.0816 -0.0092 -0.0893
C 1.64547 -0.63942 1.13928 -0.0693 -0.1511 -0.0811
C 1.81243 -2.14451 0.87616 -0.0677 -0.0207 0.1476
C 2.35841 -2.79760 2.15364 0.0303 0.0852 -0.0103
C 3.37616 -1.88301 2.86848 0.0230 -0.0310 -0.1179
C 4.04888 -0.93922 1.87049 -0.0571 -0.0423 0.0732
C 3.02641 0.02847 1.24427 0.0467 -0.0738 0.0370
H 2.45808 0.66098 -5.19359 0.0186 0.0265 -0.0085
H 3.03605 1.08386 -3.59221 0.0073 -0.0035 -0.0198
H 2.85163 -1.42292 -3.95085 -0.0325 -0.0444 -0.0028
H 1.11483 -1.21717 -4.14422 0.0396 -0.0355 0.0128
H 2.77624 -1.03143 -1.63971 0.0396 0.0333 -0.0206
H 1.15482 -1.68851 -1.88867 0.0606 -0.0215 0.0442
H 1.96779 1.21489 -1.47425 0.0728 -0.0083 -0.0539
H -0.45097 1.75490 -2.23104 -0.0476 -0.0140 -0.0231
H -0.50438 0.13114 -2.86805 -0.0169 0.0190 0.0243
H 1.16297 2.50497 -3.77561 -0.0186 0.0219 -0.0307
H 0.24935 1.35556 -4.74695 -0.0120 0.0396 0.0113
H 0.22087 1.62529 1.88830 -0.0028 -0.0051 0.0086
H -1.92144 1.90171 1.01952 -0.0226 -0.0403 -0.0276
H -1.40280 2.32991 -0.57689 -0.0027 -0.0273 0.0233
H -0.97183 4.04363 1.90634 -0.0058 0.0094 -0.0204
H -2.21605 4.31373 0.69766 -0.0132 0.0192 0.0529
H 0.17727 5.58663 0.59706 -0.0028 0.0268 -0.0274
H -0.72161 5.19810 -0.86033 -0.0009 0.0204 0.0236
H 1.81586 4.54361 -0.74176 0.0099 -0.0190 -0.0655
H 0.68417 3.38499 -1.42477 0.0332 0.0364 0.0001
H 1.60609 3.39750 1.47663 0.0159 -0.0275 0.0110
H 2.27964 2.36143 0.23780 0.0382 0.0456 0.0518
H 1.13846 -0.56702 2.10749 0.0138 -0.0018 0.0172
H 2.50159 -2.30959 0.04750 -0.0173 0.0324 -0.0151
H 0.86021 -2.60204 0.60874 0.0617 -0.0157 -0.0610
H 2.83102 -3.74888 1.89642 -0.0177 -0.0056 0.0097
H 1.51966 -3.01411 2.81710 0.0239 -0.0174 0.0092
H 4.13157 -2.48877 3.37288 -0.0159 0.0251 0.0707
H 2.87689 -1.29188 3.64246 0.0088 -0.0097 -0.0114
H 4.52312 -1.54157 1.08941 -0.0011 0.0431 -0.0059
H 4.84326 -0.36571 2.35350 0.0344 -0.0165 -0.0214
H 3.38704 0.34039 0.25893 -0.0242 0.0295 0.0199
H 2.95442 0.92645 1.86295 0.0001 0.0106 -0.0296
O -2.66600 -3.59543 -3.08201 0.0265 -0.0482 0.0849
Cl -1.86375 -3.23937 -1.94797 0.2016 0.4618 -0.0657
O -0.87798 -4.24994 -1.67050 -0.1042 0.0297 -0.0143
O -1.18082 -1.96092 -2.20031 -0.3271 -0.8353 -0.4289
O -2.71519 -3.04347 -0.77345 0.0219 -0.3225 -0.3053
```
Positions in Å, forces in eV/Å.